1.
C5H14N3 | ωB97M-V/def2-TZVPD

For the energy above the lowest of the compared OMol25 structures with the same formula, charge and spin, the calculation gives 398.73 kJ/mol. Its charge is +1. The calculation puts the HOMO-LUMO gap at 8.53 eV. Its SMILES is C/C=[N+](/C)CNNC.

Positions of all 22 atoms, in Å:
C (1.2821, 1.4732, -0.4699)
C (1.6838, 0.0714, -0.4770)
N (1.1348, -0.9371, 0.2085)
C (1.5787, -2.2803, 0.0702)
C (0.0768, -0.6748, 1.1164)
N (-1.1526, -0.4114, 0.4114)
N (-1.6364, 0.9164, 0.4956)
C (-2.1957, 1.3164, -0.7741)
H (1.5068, 1.9722, -1.4581)
H (1.7887, 2.1186, 0.2567)
H (0.1069, 1.5401, -0.1826)
H (2.3727, -0.2112, -1.1957)
H (0.9712, -2.7447, -0.6954)
H (2.6407, -2.1962, -0.3128)
H (1.5833, -2.7845, 1.0551)
H (0.1405, 0.1542, 1.7865)
H (-0.1389, -1.5523, 1.8516)
H (-1.9538, -1.1111, 0.4292)
H (-2.3652, 1.0655, 1.2412)
H (-3.0952, 2.0954, -0.5649)
H (-1.4829, 1.9219, -1.2960)
H (-2.4306, 0.4119, -1.2650)

2.
C3H3NiO2 | ωB97M-V/def2-TZVPD

For the energy above the lowest of the compared OMol25 structures with the same formula, charge and spin, the calculation gives 0.00 kJ/mol. As for the multiplicity: 4. Its charge is +2. The calculation puts the HOMO-LUMO gap (spin up / spin down) at 9.23 / 4.05 eV.

Positions of all 9 atoms, in Å:
C (0.8950, -0.1232, 0.7298)
C (1.8839, 0.5402, 0.1710)
H (2.9297, 0.3039, 0.4128)
H (0.7928, -0.8687, 1.5202)
H (1.7151, 1.3191, -0.5796)
O (-2.2137, -0.6365, -0.7376)
C (-1.8031, 0.2900, -0.1335)
O (-1.7707, 1.3320, 0.3572)
Ni (-2.4290, -2.1569, -1.7403)

3.
C17H32As3BF4N5Ni | ωB97M-V/def2-TZVPD

For the energy above the lowest of the compared OMol25 structures with the same formula, charge and spin, the calculation gives 66.25 kJ/mol. Its charge is +1. The calculation puts the HOMO-LUMO gap (spin up / spin down) at 7.15 / 7.14 eV.

Positions of all 63 atoms, in Å:
Ni (-0.3635, 0.0328, -0.4021)
N (-0.4720, -3.0679, -3.2525)
C (-0.6284, -1.7466, -3.1274)
N (-0.7352, -1.4584, -1.8510)
C (-0.6087, -2.6696, -1.2268)
N (-0.4567, -3.6677, -2.0567)
C (-0.6517, -2.7471, 0.2203)
C (-0.5366, -3.9405, 0.9273)
N (-0.6386, -3.9649, 2.2446)
C (-0.8564, -2.8135, 2.8655)
C (-0.9312, -1.6140, 2.1708)
N (-0.8243, -1.5813, 0.8477)
H (-0.3635, -3.6197, -4.0879)
H (-0.6693, -1.0564, -3.9527)
H (-0.3532, -4.8696, 0.4027)
H (-0.9632, -2.8435, 3.9422)
H (-1.0805, -0.6760, 2.6802)
C (-1.7499, 1.6685, -3.5327)
As (-0.5873, 1.8131, -1.9636)
C (1.1194, 2.2041, -2.8173)
C (-1.3231, 3.5033, -1.2773)
C (-0.6665, 4.2208, -0.0937)
C (0.7543, 4.6586, -0.4692)
C (-0.6531, 3.3583, 1.1742)
As (0.4008, 1.6903, 1.2542)
C (0.1345, 1.3639, 3.1577)
C (2.2521, 2.2812, 1.3315)
C (-1.4938, 5.4889, 0.1914)
As (-3.3902, 5.2183, 0.7366)
C (-3.6428, 7.0195, 1.4616)
C (-4.2606, 5.5416, -0.9961)
H (-1.9158, 2.6567, -3.9565)
H (-2.7081, 1.2290, -3.2617)
H (-1.2678, 1.0435, -4.2825)
H (1.1557, 3.2073, -3.2357)
H (1.2597, 1.4705, -3.6107)
H (1.9250, 2.0646, -2.0987)
H (-2.3556, 3.2482, -1.0163)
H (-1.3583, 4.1833, -2.1319)
H (1.3831, 3.7950, -0.6836)
H (1.2095, 5.2223, 0.3465)
H (0.7350, 5.3021, -1.3505)
H (-1.6764, 3.0536, 1.4104)
H (-0.2989, 3.9683, 2.0098)
H (0.5502, 2.2097, 3.7022)
H (0.6654, 0.4579, 3.4432)
H (-0.9237, 1.2740, 3.3976)
H (2.7987, 1.5442, 1.9146)
H (2.2776, 3.2536, 1.8200)
H (2.7179, 2.3379, 0.3518)
H (-1.4908, 6.1335, -0.6933)
H (-1.0140, 6.0497, 0.9979)
H (-3.1317, 7.1162, 2.4178)
H (-4.7045, 7.1998, 1.6212)
H (-3.2560, 7.7672, 0.7684)
H (-4.2607, 4.6473, -1.6177)
H (-3.7679, 6.3529, -1.5341)
H (-5.2973, 5.8222, -0.8132)
F (3.7384, -0.2652, 0.1323)
B (2.5920, -1.0073, 0.2194)
F (1.9248, -0.7698, 1.4595)
F (2.7345, -2.3440, -0.0146)
F (1.6397, -0.4740, -0.8161)

4.
C31H56N6O6S | ωB97M-V/def2-TZVPD

As for the multiplicity: 2. Its charge is -1. The calculation puts the HOMO-LUMO gap (spin up / spin down) at 1.62 / 7.77 eV.

Positions of all 100 atoms, in Å:
C (-1.3954, -1.0013, 3.9435)
O (-2.5957, -0.9570, 4.7166)
H (-1.1496, -2.0224, 3.6521)
H (-1.6958, -0.4824, 3.0332)
H (-0.5559, -0.4560, 4.3747)
H (-3.2885, -1.1574, 4.0829)
C (2.9023, -2.9831, 2.6153)
O (3.9897, -2.6223, 3.5123)
H (1.9244, -2.9536, 3.0959)
H (3.0033, -2.3119, 1.7624)
H (2.9636, -4.0100, 2.2550)
H (4.6139, -3.3496, 3.4567)
C (3.6932, 5.9435, -0.0833)
O (2.7417, 5.0044, 0.3988)
H (4.5984, 6.0241, 0.5186)
H (3.9319, 5.8442, -1.1422)
H (3.2276, 6.8946, 0.1747)
H (2.6096, 5.2686, 1.3122)
C (-0.9690, 2.7404, 2.7596)
O (-1.3915, 3.9370, 3.4013)
H (-1.5350, 2.4918, 1.8618)
H (0.1187, 2.6888, 2.7112)
H (-1.1542, 1.9523, 3.4894)
H (-2.3308, 3.8264, 3.5660)
C (-2.6160, 0.4307, -3.4711)
O (-1.4929, 1.0161, -2.9287)
H (-2.8028, 0.6964, -4.5115)
H (-2.2872, -0.6084, -3.4547)
H (-3.4507, 0.4666, -2.7710)
H (-1.1047, 1.3795, -3.7279)
N (2.1581, -1.7861, -4.5260)
C (1.7945, -2.2389, -3.3307)
C (1.9351, -1.2470, -2.4164)
C (2.5757, -0.1751, -3.0464)
C (2.6845, -0.5173, -4.3719)
H (2.0617, -2.3062, -5.3864)
H (1.2555, -3.1600, -3.1650)
H (1.6164, -1.2501, -1.3845)
H (2.8008, 0.8095, -2.6641)
H (3.0750, 0.0244, -5.2207)
N (-2.3973, 4.7183, -1.6119)
C (-1.4631, 4.0153, -1.0061)
C (-0.3470, 4.7270, -0.9443)
C (-0.5410, 5.9964, -1.4993)
C (-1.8423, 5.9143, -1.9336)
H (-3.3208, 4.3635, -1.8151)
H (-1.5545, 2.9800, -0.7128)
H (0.6072, 4.3673, -0.5887)
H (0.2326, 6.7500, -1.5068)
H (-2.4754, 6.7228, -2.2683)
N (-1.7687, -4.1808, -3.5255)
C (-2.0702, -4.7474, -4.7184)
C (-1.9049, -3.7652, -5.7395)
C (-1.5548, -2.5731, -5.0634)
C (-1.4627, -2.8363, -3.6904)
H (-1.9572, -4.6286, -2.6401)
H (-2.4657, -5.7293, -4.9328)
H (-1.9733, -3.9597, -6.7997)
H (-1.5377, -1.5966, -5.5245)
H (-1.2010, -2.3384, -2.7685)
N (5.1474, 2.9767, 7.0206)
C (4.5575, 2.0940, 6.1098)
C (4.6817, 2.6728, 4.8165)
C (5.1864, 3.9873, 4.9663)
C (5.5264, 4.0808, 6.2835)
H (5.2718, 2.8019, 8.0076)
H (4.1929, 1.1396, 6.4600)
H (4.4641, 2.2912, 3.8298)
H (5.3986, 4.7878, 4.2731)
H (5.9986, 4.8235, 6.9094)
N (-0.4333, -5.2978, -0.3681)
C (-1.4070, -4.4969, 0.1121)
C (-2.5756, -5.0851, -0.2821)
C (-2.2701, -6.1599, -1.0516)
C (-0.9038, -6.2634, -1.2104)
H (0.5511, -5.2087, -0.1604)
H (-1.2281, -3.6317, 0.7332)
H (-3.6125, -4.8244, -0.1297)
H (-3.0178, -6.8045, -1.4897)
H (-0.2682, -7.0168, -1.6517)
N (0.3155, 0.9060, -0.2359)
C (1.1534, 1.5935, 0.6077)
C (1.6668, 0.7441, 1.5400)
C (0.9423, -0.3934, 1.4356)
C (0.0804, -0.2802, 0.3471)
H (-0.1480, 1.2629, -1.0593)
H (1.4218, 2.6085, 0.3542)
H (2.3782, 0.9523, 2.3255)
H (0.9601, -1.2940, 2.0314)
H (-0.4125, -1.0260, -0.2589)
C (-3.0367, -1.4619, -0.1795)
S (-4.6098, -2.1183, 0.4824)
O (-5.0433, -1.0601, 1.5159)
C (-5.5030, -1.8326, -1.0507)
H (-2.3437, -1.2526, 0.6354)
H (-3.0772, -0.5821, -0.8217)
H (-2.5904, -2.2666, -0.7637)
H (-5.3572, -0.7777, -1.2830)
H (-6.5085, -2.1748, -0.8058)
H (-5.0103, -2.4561, -1.7968)

no.,M (g/mol)
1,116.2
2,129.7
3,676.7
4,640.9